No. 1
Density functional theory data (the ωB97M-V functional and the def2-TZVPD basis) for a 10-piece molecular cluster, C15H47O17 overall in a non-equilibrium geometry.

XYZ file:
```
79
Properties=species:S:1:pos:R:3:forces:R:3:mulliken_charge:R:1
O -1.27199 11.89032 -34.38165 1.475 -0.566 0.194 -0.07
C -2.22628 11.77226 -35.30058 -1.681 -2.553 -0.817 0.29
O -3.13920 12.59544 -35.17401 -0.984 1.343 -0.295 -0.41
O -2.24756 10.77045 -36.08821 1.064 1.143 0.823 -0.02
H -1.57833 12.64470 -33.86086 0.295 0.429 0.455 -0.11
C -6.19670 12.43053 -36.76819 1.433 -0.856 0.216 -0.13
O -5.59857 13.48997 -36.08838 -0.560 1.651 0.321 -0.62
H -7.25198 12.59942 -36.97590 0.077 0.133 0.135 0.32
H -5.61712 12.25252 -37.67746 -0.432 -0.186 -0.443 0.02
H -6.02119 11.55432 -36.13929 -0.703 -0.481 -0.216 -0.05
H -4.76165 13.20317 -35.70555 0.080 -0.213 -0.180 0.52
C 1.51550 9.85543 -33.67616 0.546 0.482 0.332 -0.38
O 1.52388 8.50729 -34.04936 0.057 -0.435 0.136 -0.63
H 0.52219 10.22452 -33.41583 -0.115 -0.001 -0.099 -0.09
H 2.15834 9.97378 -32.80162 -0.019 -0.073 0.157 0.39
H 1.95232 10.50145 -34.44082 -0.195 0.094 -0.224 0.25
H 0.71267 8.37261 -34.55898 -0.085 0.040 -0.248 0.52
C 0.78816 14.10461 -36.45261 -0.371 0.502 1.002 -0.23
O 1.08411 13.34688 -35.28207 0.095 -0.010 -0.215 -0.55
H 0.27636 13.55940 -37.24720 0.623 -0.427 -0.216 -0.18
H 0.07588 14.90121 -36.22256 0.006 0.242 0.145 0.17
H 1.73737 14.57435 -36.70533 -0.146 -0.211 -0.622 0.41
H 0.29133 12.90077 -34.96511 -0.096 -0.133 -0.125 0.37
C -5.04147 10.02423 -33.49118 -0.310 0.264 0.833 -0.48
O -5.21130 11.44543 -33.28444 0.512 -1.182 -0.491 -0.61
H -5.23773 9.70246 -34.51423 -0.163 0.113 -0.037 0.17
H -4.04173 9.68082 -33.21796 0.206 0.178 -0.027 0.10
H -5.71620 9.54075 -32.78457 -0.158 -0.128 -0.228 0.41
H -4.54846 11.78796 -33.89336 0.001 0.815 -0.044 0.15
C -2.59479 7.08260 -36.15363 0.439 0.055 0.407 -0.43
C -1.56341 7.27754 -35.01132 -1.257 0.491 -1.457 -0.41
O -0.84099 8.42886 -35.41486 0.710 -0.430 0.676 -0.38
O -3.49691 8.19433 -36.24013 0.142 -1.185 0.511 -0.49
H -3.08671 6.12260 -35.99104 -0.704 0.289 -0.108 0.36
H -2.06843 7.03471 -37.10850 0.308 -0.277 0.040 0.28
H -0.90512 6.41746 -34.89322 0.152 0.127 -0.118 0.35
H -2.11081 7.46131 -34.08476 0.056 -0.071 0.188 0.29
H -1.47116 9.16074 -35.42240 0.280 0.772 -0.067 0.21
H -2.95390 8.98557 -36.35133 -0.306 0.308 -0.209 0.23
C -0.94808 15.61805 -33.30008 -1.860 0.422 -1.199 -0.41
C -2.30699 15.94318 -34.01245 0.973 0.857 0.235 -0.59
O -2.50940 15.31822 -35.25596 0.427 0.042 0.442 -0.51
O -1.04516 14.26240 -32.91595 0.406 -0.498 0.222 -0.30
H -0.82166 16.22457 -32.40205 -0.005 0.311 -0.133 0.39
H -0.18899 15.83234 -34.05433 0.460 -0.356 0.255 0.23
H -2.28216 16.99807 -34.29180 0.011 0.204 0.388 0.40
H -3.10663 15.81136 -33.28095 -0.275 -0.326 -0.151 0.30
H -2.59441 14.36417 -35.13824 -0.343 -0.440 0.028 0.13
H -0.24990 14.03907 -32.42423 0.112 -0.197 -0.074 0.20
C -2.88204 13.08660 -38.58394 -0.276 -0.348 0.310 0.66
C -3.58075 13.65685 -39.79673 0.324 0.375 0.378 -0.78
O -2.91406 13.24867 -40.97698 -0.138 -0.076 -0.342 -0.57
O -3.01395 11.66343 -38.60888 0.140 0.524 -0.402 -0.63
H -3.27709 13.41868 -37.62224 -0.321 0.504 -0.200 0.11
H -1.82810 13.37548 -38.60491 0.191 0.045 -0.207 -0.10
H -3.52060 14.74572 -39.78633 0.024 0.030 0.098 0.34
H -4.64081 13.39650 -39.80730 -0.060 -0.230 0.014 0.29
H -2.90386 12.28684 -40.97579 0.056 -0.112 0.058 0.34
H -2.66462 11.40219 -37.74530 -0.158 -0.739 0.257 -0.01
C -1.85394 12.39753 -29.50869 -1.831 -0.286 -1.354 -0.58
C -2.70720 11.86776 -30.71365 2.484 0.111 0.960 0.44
O -2.50208 10.44649 -30.74092 -1.010 -0.048 -0.091 -0.57
O -2.38457 11.85464 -28.33482 0.291 0.206 0.986 -0.55
H -1.96672 13.48204 -29.49708 0.200 0.044 0.346 0.30
H -0.81209 12.11386 -29.67225 0.198 0.085 0.020 0.34
H -2.27093 12.38826 -31.56845 -0.464 -0.269 -0.521 -0.29
H -3.76547 12.08720 -30.59321 0.088 -0.230 -0.069 0.29
H -1.59487 10.19583 -30.93237 0.126 0.433 -0.208 0.33
H -2.32698 10.89763 -28.40704 -0.114 -0.090 -0.162 0.34
C -0.01015 10.88487 -39.49691 1.388 0.215 0.712 0.01
C 0.62556 10.29776 -38.22006 -0.570 -0.102 -0.486 0.18
O 2.02395 10.55236 -38.24325 0.358 0.427 0.161 -0.61
O 0.59578 10.34761 -40.63936 -0.075 -1.123 -1.416 -0.62
H 0.27426 11.93937 -39.46027 -0.672 0.355 0.046 0.13
H -1.07573 10.70997 -39.62856 0.055 0.208 0.443 0.19
H 0.41255 9.23200 -38.12470 0.029 -0.076 0.005 0.23
H 0.22566 10.80110 -37.33957 -0.015 -0.025 0.029 -0.20
H 2.53515 9.85154 -38.65270 -0.388 -0.238 0.000 0.31
H 1.53102 10.53827 -40.73450 -0.039 0.354 0.534 0.32
```
Forces are in eV/Å.

Calculated values
- Orbital gap: 0.3337 Ha
- Total charge: -1
- LUMO: 0.085 Eh

=====

No. 2
Density functional theory data (the ωB97M-V functional and the def2-TZVPD basis) for a 5-piece molecular cluster, C5H18O5 overall in a non-equilibrium geometry.

XYZ file:
```
28
Properties=species:S:1:pos:R:3:forces:R:3:nbo_charge:R:1
C -0.64377 2.28824 0.85449 0.995 -0.418 1.748 -0.45
C -1.18950 2.36110 -0.32898 -2.255 0.246 -3.049 -0.15
C -0.42522 2.54096 -1.65862 0.737 0.048 1.789 -0.44
C 0.10405 1.14165 -2.00238 -0.199 2.462 -2.144 -0.43
C -1.07909 0.29573 -2.52447 1.551 -1.369 2.345 -0.06
O -0.52044 -0.90997 -2.97144 -1.379 0.045 -2.439 -0.74
H -1.09773 2.26952 1.84078 -0.909 -0.189 -0.468 0.20
H 0.42941 2.17513 1.04570 0.076 0.596 -0.778 0.19
H -2.26734 2.26328 -0.63126 0.679 0.321 1.552 0.21
H 0.32172 3.27885 -1.29401 0.173 -0.445 -1.253 0.22
H -0.99628 2.90528 -2.51968 -0.198 0.337 0.647 0.21
H 0.73873 1.18495 -2.92740 -0.164 0.072 0.866 0.22
H 0.77677 1.01836 -1.16288 -0.271 -1.348 0.225 0.18
H -1.63833 0.84428 -3.23964 0.307 0.444 -1.613 0.18
H -1.89800 0.05201 -1.86353 -0.006 0.054 1.241 0.16
H 0.03612 -1.27340 -2.30760 0.778 -0.472 1.191 0.49
O 2.45962 -1.91298 2.00981 -1.011 -0.110 0.701 -0.95
H 1.67509 -1.60905 2.51954 0.771 -0.080 -0.254 0.48
H 2.40797 -2.85903 2.20437 0.329 0.070 -0.171 0.47
O -0.79987 -2.58453 2.69412 1.691 -1.135 -2.977 -0.94
H -0.91417 -1.69593 2.30929 -0.154 -0.385 0.682 0.47
H -0.25771 -3.02529 1.92517 -1.666 0.931 2.191 0.46
O 0.03586 -0.10503 3.20297 1.659 -1.378 -1.351 -0.95
H -0.52256 0.62862 3.37341 -0.600 1.204 -0.289 0.48
H 0.39673 -0.10734 2.27255 -0.913 0.805 1.494 0.48
O 1.20387 -1.45674 -0.76120 -1.071 -0.300 -0.092 -0.96
H 2.09110 -1.79269 -0.83736 0.556 0.164 0.179 0.49
H 1.20740 -0.50152 -0.65930 0.496 -0.170 0.028 0.48
```
Forces are in eV/Å.

Calculated values
- Orbital gap: 0.3754 Ha
- SMILES: C=CCCCO.O.O.O.O
- LUMO: 0.011 Eh

=====

No. 3
Density functional theory data (the ωB97M-V functional and the def2-TZVPD basis) for one molecule with the formula C4H9NOS in a non-equilibrium geometry.

XYZ file:
```
16
Properties=species:S:1:pos:R:3:forces:R:3:nbo_charge:R:1
C 2.11488 -0.83909 0.78788 -0.135 -0.861 0.059 -0.42
N 1.77489 0.19671 -0.15521 0.636 0.783 0.037 -0.62
C 0.57600 0.73682 -0.52531 0.005 -0.803 -0.741 0.68
O 0.52252 1.84464 -1.01994 -0.082 0.343 0.191 -0.61
C -0.60883 -0.19905 -0.56047 -0.354 -0.158 0.319 -0.52
C -1.95071 0.54074 -0.49800 0.499 -0.202 0.614 -0.50
S -3.25273 -0.48933 0.26555 -0.111 0.064 -0.314 -0.05
H 1.64023 -0.73925 1.76009 -0.199 0.153 0.108 0.19
H 1.91689 -1.85053 0.42042 -0.251 0.137 -0.115 0.20
H 3.18604 -0.82868 0.95906 0.125 0.245 -0.034 0.21
H 2.50922 0.87290 -0.31015 -0.026 0.011 0.026 0.40
H -0.58407 -0.93828 0.24425 0.181 0.076 -0.038 0.22
H -0.52115 -0.75695 -1.49655 0.049 -0.047 0.026 0.24
H -1.81326 1.39082 0.16013 -0.147 0.263 -0.124 0.23
H -2.26574 0.90434 -1.46401 -0.131 0.025 -0.164 0.23
H -3.24417 0.15416 1.43225 -0.059 -0.030 0.151 0.12
```
Forces are in eV/Å.

Calculated values
- Orbital gap: 0.3615 Ha
- SMILES: CNC(=O)CCS
- LUMO: 0.026 Eh

=====

No. 4
Density functional theory data (the ωB97M-V functional and the def2-TZVPD basis) for C31H51Br20N2O as an isolated structure in a non-equilibrium geometry.

XYZ file:
```
105
Properties=species:S:1:pos:R:3:forces:R:3:mulliken_charge:R:1
O -2.34446 -1.66990 0.39879 -0.363 -0.244 0.613 -0.76
C -1.88368 -1.42344 -0.68984 0.150 -0.080 -0.040 0.44
C -2.81721 -1.64062 -1.87971 0.142 0.429 -0.072 -0.59
C -4.02607 -0.81163 -1.65921 -0.342 0.158 -0.313 0.61
C -4.28234 0.47556 -2.01973 0.248 -1.127 -0.074 -1.29
N -5.54090 0.77117 -1.57863 -0.271 0.160 0.034 0.10
C -6.05794 -0.27878 -0.95581 0.159 -0.061 -0.012 -0.34
N -5.15488 -1.25291 -1.00260 -0.036 0.152 0.101 -0.02
C -0.52329 -0.88654 -0.84931 0.311 0.226 0.025 0.63
C 0.21856 -0.65421 0.32116 0.261 0.101 -0.663 -0.62
C 1.48678 -0.10881 0.21953 -0.141 0.031 0.314 -0.97
C 2.03974 0.23653 -1.01045 -0.388 -0.243 0.223 0.03
C 1.31203 0.00169 -2.16073 -0.404 -0.118 -0.084 -1.24
C 0.03855 -0.55989 -2.08453 0.198 0.142 0.164 -0.07
H -3.09188 -2.68859 -1.92560 0.100 -0.235 -0.031 0.38
H -2.37051 -1.34003 -2.81686 0.048 -0.088 -0.256 0.41
H -3.61059 1.11374 -2.54236 -0.180 0.498 -0.364 0.80
H -6.02067 1.65360 -1.69671 0.128 0.134 0.115 0.23
H -7.02073 -0.32463 -0.48984 -0.180 -0.029 0.039 0.44
H -5.26342 -2.16537 -0.58907 0.015 -0.019 0.100 0.25
H -0.20056 -0.90651 1.27936 -0.089 -0.053 0.117 0.63
H 2.04661 0.07181 1.12344 0.143 0.012 0.081 0.51
H 3.02410 0.67122 -1.04632 0.194 0.087 -0.027 0.32
H 1.71162 0.24501 -3.13089 0.117 0.042 -0.165 0.40
H -0.48969 -0.71981 -3.00996 -0.145 -0.078 -0.140 0.44
Br -2.24386 1.35964 -4.99066 0.010 -0.086 0.096 -0.12
C -0.59929 2.33975 -4.61321 -0.154 0.155 -0.030 0.02
C 0.22433 2.50976 -5.85937 0.193 -0.136 -0.024 -0.60
Br 1.11413 0.85761 -6.37660 -0.075 0.031 0.061 -0.15
H -0.08325 1.78929 -3.83580 0.062 -0.024 0.044 -0.22
H -0.91564 3.30699 -4.22659 -0.021 -0.002 -0.025 0.25
H 1.01863 3.22951 -5.68295 0.025 0.039 0.032 0.40
H -0.36903 2.82231 -6.71153 -0.033 0.045 0.005 0.42
Br 3.60328 2.70793 1.44967 0.086 0.016 -0.016 -0.15
C 5.38466 3.22796 0.85054 -0.116 0.126 -0.001 -0.23
C 5.79278 2.52802 -0.41759 0.067 -0.124 0.069 -0.54
Br 6.24544 0.67287 -0.05168 -0.080 -0.052 0.045 -0.14
H 6.05580 3.00265 1.67236 0.042 0.005 -0.010 0.41
H 5.34265 4.30386 0.69535 -0.028 -0.006 -0.066 0.07
H 6.69368 2.98095 -0.82437 0.041 -0.009 0.019 0.25
H 5.01503 2.51946 -1.17581 -0.037 0.042 0.030 0.37
Br 7.96258 0.59200 -3.41129 0.011 -0.001 -0.100 -0.12
C 7.17285 -0.99519 -4.21310 0.141 0.149 0.015 -0.55
C 5.82832 -0.69440 -4.81668 -0.100 -0.022 -0.017 -0.64
Br 4.44800 -0.45026 -3.47101 0.070 -0.030 -0.016 -0.02
H 7.13455 -1.74794 -3.43274 -0.092 -0.033 -0.012 0.36
H 7.86220 -1.31405 -4.99139 0.012 0.017 -0.009 0.38
H 5.49399 -1.52124 -5.43884 0.007 -0.029 0.030 0.36
H 5.83973 0.21903 -5.40186 0.049 -0.007 -0.046 0.38
Br -5.71829 4.31190 -0.46945 -1.317 -1.025 0.226 -0.27
C -4.45259 3.97131 0.97627 0.382 0.111 0.070 -0.54
C -3.02653 4.06017 0.50528 0.710 -1.566 1.982 -0.50
Br -2.56564 2.49441 -0.55370 0.330 0.346 0.234 0.11
H -4.69562 2.99119 1.37253 -0.034 0.014 -0.026 0.39
H -4.65658 4.72803 1.72969 -0.022 0.061 -0.025 0.43
H -2.34640 4.06731 1.35374 -0.083 -0.254 0.224 0.52
H -2.83533 4.92608 -0.12030 0.719 -1.681 1.780 -0.10
Br 0.44397 -4.33431 0.78461 -0.044 -0.026 -0.080 -0.15
C -1.40294 -4.90897 0.99557 0.072 0.159 0.071 -0.53
C -1.57048 -5.84463 2.16076 0.013 -0.276 -0.141 -0.40
Br -0.90616 -7.62977 1.75913 0.025 0.038 0.036 -0.15
H -1.69817 -5.36307 0.05434 -0.002 -0.051 0.014 0.43
H -1.97128 -3.99643 1.16027 -0.007 0.024 0.042 0.21
H -2.62229 -5.97722 2.39476 0.000 0.080 -0.039 0.09
H -1.04620 -5.50692 3.04782 -0.012 0.045 0.015 0.49
Br 1.82069 6.09483 0.24584 -0.022 -0.037 -0.023 -0.07
C 3.28508 7.27075 0.75138 -0.191 0.031 0.035 -0.63
C 3.92458 7.90570 -0.45339 0.199 -0.059 -0.013 -0.57
Br 5.04694 6.64110 -1.41658 -0.059 0.003 -0.026 -0.13
H 3.98304 6.66981 1.32509 0.023 -0.003 0.003 0.32
H 2.84440 8.02692 1.39655 0.017 0.037 -0.023 0.39
H 4.58689 8.71289 -0.14978 0.002 -0.005 0.029 0.36
H 3.19454 8.27961 -1.16337 -0.029 0.001 0.006 0.36
Br -3.39133 -8.41619 6.88040 0.038 0.083 0.026 -0.12
C -4.92953 -7.90051 5.81606 0.133 -0.213 0.083 -0.51
C -4.52373 -7.23343 4.53152 -0.081 0.121 -0.070 -0.50
Br -3.92173 -5.40081 4.82360 -0.051 0.003 0.075 -0.17
H -5.54666 -7.26316 6.44039 -0.039 0.027 -0.035 0.38
H -5.46147 -8.82572 5.60855 -0.028 0.007 -0.027 0.20
H -5.37530 -7.15553 3.85910 -0.027 -0.004 0.029 0.37
H -3.71102 -7.75267 4.03204 0.016 -0.032 0.026 0.35
Br -3.51379 5.87068 -1.38206 -0.581 4.146 -4.052 -0.02
C -2.12756 7.16423 -0.93378 -0.063 0.089 -0.206 -0.37
C -1.61287 7.89151 -2.14781 0.237 -0.058 0.019 -0.62
Br -0.45553 6.74679 -3.20754 -0.008 -0.019 -0.072 -0.14
H -1.34346 6.61196 -0.42612 0.148 0.013 0.052 0.04
H -2.59082 7.86163 -0.23992 -0.051 0.010 -0.023 0.39
H -0.99994 8.73609 -1.84221 0.026 -0.002 0.001 0.36
H -2.40242 8.23471 -2.80753 -0.053 -0.005 0.057 0.40
Br -6.49786 -10.86418 7.95946 -0.032 0.108 -0.076 -0.12
C -8.11661 -9.81255 8.19789 0.100 -0.188 0.066 -0.60
C -9.08686 -9.99082 7.06105 -0.052 0.129 -0.033 -0.55
Br -8.54253 -9.02026 5.46271 0.017 -0.046 -0.004 -0.15
H -7.80539 -8.78108 8.32514 -0.036 0.030 -0.015 0.35
H -8.55971 -10.17432 9.12263 -0.041 0.010 -0.004 0.36
H -10.05834 -9.58043 7.32554 0.004 0.009 0.024 0.34
H -9.19715 -11.02958 6.76964 0.017 -0.024 0.010 0.37
Br 12.91455 1.38718 -1.13478 -0.022 0.050 0.034 -0.14
C 11.50304 1.16351 0.18325 0.137 -0.078 -0.115 -0.68
C 10.13702 1.21605 -0.44479 -0.082 0.080 0.156 -0.40
Br 9.62922 3.03980 -0.90833 -0.005 -0.052 -0.069 -0.15
H 11.64822 1.93518 0.93172 -0.031 0.007 0.021 0.40
H 11.67225 0.18642 0.62937 -0.037 -0.016 0.001 0.39
H 9.37823 0.87541 0.25600 0.000 0.004 0.009 0.23
H 10.07279 0.63418 -1.35728 0.022 -0.014 -0.021 0.33
```
Forces are in eV/Å.

Calculated values
- Orbital gap: 0.3216 Ha
- Total charge: +1
- LUMO: -0.088 Eh